Entry from the OMol25 dataset: an isolated molecule of C4H6O2 in a non-equilibrium geometry (ωB97M-V/def2-TZVPD).

The geometry in ORCA input format:
```
! RIJCOSX wB97M-V def2-TZVPD def2/J DEFGRID3
* xyz 0 1
C 1.74 0.73 -0.85
C 0.56 -0.21 0.55
O 0.81 1.06 0.29
C -0.81 -0.48 1.06
C -1.83 -0.62 -0.06
O -2.26 -1.68 -0.44
H 1.32 0.04 -1.60
H 2.65 0.26 -0.46
H 1.88 1.71 -1.28
H -0.72 -1.45 1.55
H -1.14 0.32 1.74
H -2.19 0.33 -0.50
*
```

Summary:
HOMO energy	-8.31	eV
E_LUMO	0.22	eV
gap between HOMO and LUMO	8.53	eV

Charges obtained by Löwdin population analysis, quoted in units of e:
1. C -0.066
2. C -0.113
3. O -0.079
4. C -0.161
5. C -0.257
6. O 0.063
7. H 0.090
8. H 0.087
9. H 0.078
10. H 0.110
11. H 0.121
12. H 0.128


Entry from the OMol25 dataset: an isolated molecule of C4H6O2 (ωB97M-V/def2-TZVPD).

The geometry in ORCA input format:
```
! RIJCOSX wB97M-V def2-TZVPD def2/J DEFGRID3
* xyz 0 1
O -1.88 -1.22 -0.23
C -1.21 -0.05 -0.64
C 0.02 0.14 0.22
O -0.28 0.20 1.51
C 1.27 0.37 -0.33
C 2.64 0.29 -0.16
H -2.22 -1.07 0.66
H -1.87 0.83 -0.61
H -0.90 -0.22 -1.67
H 0.95 0.97 -1.20
H 0.52 0.37 2.02
H 2.95 -0.61 0.41
*
```

Summary:
HOMO energy (alpha / beta)	-7.81 / -7.81	eV
E_LUMO (alpha / beta)	-0.64 / -0.64	eV
gap between HOMO and LUMO (alpha / beta)	7.16 / 7.17	eV

Charges obtained by Löwdin population analysis, quoted in units of e:
1. O -0.028
2. C -0.197
3. C -0.278
4. O 0.122
5. C -0.249
6. C 0.046
7. H 0.094
8. H 0.135
9. H 0.132
10. H 0.104
11. H 0.142
12. H -0.021


Entry from the OMol25 dataset: a structure of composition C4H6O2 (ωB97M-V/def2-TZVPD).

The geometry in ORCA input format:
```
! RIJCOSX wB97M-V def2-TZVPD def2/J DEFGRID3
* xyz 0 1
O 0.42 1.36 -0.45
C -0.62 2.10 -0.17
C -0.99 -0.62 0.27
C 0.14 -0.07 -0.59
C 1.04 -0.92 0.32
O -0.08 -1.33 1.11
H -0.21 3.13 -0.03
H -1.61 0.10 0.81
H 0.10 -0.31 -1.66
H -1.61 -1.30 -0.31
H 1.73 -0.30 0.88
H 1.58 -1.78 -0.08
*
```

Summary:
HOMO energy	-8.75	eV
E_LUMO	0.62	eV
gap between HOMO and LUMO	9.37	eV

Charges obtained by Löwdin population analysis, quoted in units of e:
1. O -0.116
2. C 0.073
3. C -0.150
4. C -0.227
5. C -0.125
6. O -0.101
7. H 0.023
8. H 0.102
9. H 0.152
10. H 0.122
11. H 0.123
12. H 0.124


Entry from the OMol25 dataset: a structure of composition C4H6O2 in a non-equilibrium geometry (ωB97M-V/def2-TZVPD).

The geometry in ORCA input format:
```
! RIJCOSX wB97M-V def2-TZVPD def2/J DEFGRID3
* xyz 0 1
C -1.42 -0.79 -0.73
C -0.72 -0.21 0.45
O -1.30 0.09 1.47
C 0.76 0.02 0.58
C 1.54 1.01 -0.12
O 0.86 0.94 1.60
H -1.23 -1.87 -0.74
H -2.49 -0.61 -0.61
H -1.05 -0.36 -1.66
H 1.35 -0.88 0.77
H 1.13 1.88 -0.62
H 2.58 0.78 -0.41
*
```

Summary:
HOMO energy	-9.80	eV
E_LUMO	0.09	eV
gap between HOMO and LUMO	9.89	eV

Charges obtained by Löwdin population analysis, quoted in units of e:
1. C -0.001
2. C -0.400
3. O 0.114
4. C -0.470
5. C 0.146
6. O -0.006
7. H 0.093
8. H 0.091
9. H 0.084
10. H 0.153
11. H 0.096
12. H 0.100


Entry from the OMol25 dataset: an isolated molecule of C4H6O2 in a non-equilibrium geometry (ωB97M-V/def2-TZVPD).

The geometry in ORCA input format:
```
! RIJCOSX wB97M-V def2-TZVPD def2/J DEFGRID3
* xyz 0 1
C -0.08 -1.15 0.86
C -0.70 0.10 1.45
O -0.06 1.02 1.90
C 0.82 1.19 -1.60
O 0.88 0.22 -0.77
C 0.01 -0.77 -0.59
H -0.70 -2.04 1.00
H 0.92 -1.30 1.29
H -1.79 0.20 1.28
H -0.08 1.33 -2.18
H 1.69 1.83 -1.65
H -0.90 -0.69 -1.20
*
```

Summary:
HOMO energy (alpha / beta)	-7.65 / -7.85	eV
E_LUMO (alpha / beta)	0.02 / 0.53	eV
gap between HOMO and LUMO (alpha / beta)	7.67 / 8.37	eV

Charges obtained by Löwdin population analysis, quoted in units of e:
1. C -0.144
2. C -0.283
3. O 0.048
4. C -0.009
5. O -0.100
6. C -0.150
7. H 0.115
8. H 0.123
9. H 0.125
10. H 0.082
11. H 0.077
12. H 0.115


Entry from the OMol25 dataset: an isolated molecule of C4H6O2 in a non-equilibrium geometry (ωB97M-V/def2-TZVPD).

The geometry in ORCA input format:
```
! RIJCOSX wB97M-V def2-TZVPD def2/J DEFGRID3
* xyz 0 1
C 1.14 -0.23 -0.60
C 1.26 -0.11 0.73
O 0.05 0.23 1.29
C -1.10 -0.32 0.64
C -1.06 0.46 -0.69
O -0.01 -0.01 -1.35
H 2.06 -0.22 -1.16
H 2.07 -0.44 1.41
H -0.96 -1.31 0.33
H -2.02 -0.28 1.44
H -1.95 0.17 -1.20
H -1.00 1.60 -0.87
*
```

Summary:
HOMO energy	-8.40	eV
E_LUMO	1.03	eV
SMILES string	C1=COCCO1
gap between HOMO and LUMO	9.43	eV

Charges obtained by Löwdin population analysis, quoted in units of e:
1. C -0.104
2. C -0.106
3. O -0.133
4. C -0.131
5. C -0.241
6. O -0.076
7. H 0.107
8. H 0.129
9. H 0.103
10. H 0.182
11. H 0.105
12. H 0.165